Formula: C8H9PS2
Source: the OMol25 dataset
Level of theory: ωB97M-V/def2-TZVPD

Output
HOMO energy in Eh: -0.325
HOMO-LUMO gap in eV: 9.4

Positions of all 20 atoms, in Å:
C  -2.716  0.129  -0.169
C  -2.368  0.794  -1.334
C  -1.733  -0.328  0.672
C  -1.059  0.912  -1.718
C  -0.387  -0.107  0.359
C  -0.104  0.471  -0.862
C  0.830  -0.397  1.252
C  2.009  -0.765  0.288
P  2.218  0.579  -0.915
S  1.493  -2.223  -0.779
S  2.657  2.311  0.260
H  -3.722  -0.004  0.068
H  -3.114  1.245  -2.058
H  -2.006  -0.707  1.533
H  -0.770  1.193  -2.707
H  1.100  0.500  1.878
H  0.621  -1.331  2.029
H  2.896  -1.050  0.788
H  2.122  -3.174  -0.061
H  2.033  1.952  1.476

Atom charges from the Löwdin analysis, given in e for atoms 1 to 4: -0.072 -0.091 -0.027 -0.118


Formula: C6H9MnO6
Source: the OMol25 dataset
Level of theory: ωB97M-V/def2-TZVPD

Output
2S+1: 6
HOMO energy (alpha / beta) in Eh: -0.162 / -0.208
Net charge: -1
HOMO-LUMO gap (alpha / beta) in eV: 8.0 / 9.2

Positions of all 22 atoms, in Å:
Mn  -0.022  0.117  -0.282
C  -3.374  0.914  -2.416
C  -2.105  0.607  -1.694
O  -1.090  1.277  -1.780
O  -2.017  -0.351  -0.914
H  -3.821  1.879  -2.176
H  -4.098  0.113  -2.263
H  -3.047  0.998  -3.452
C  0.718  1.833  3.416
C  0.469  1.324  2.025
O  1.283  1.344  1.070
O  -0.609  0.810  1.720
H  -0.096  2.478  3.747
H  1.654  2.385  3.501
H  0.760  1.111  4.232
C  2.686  -2.939  -0.704
C  1.675  -1.792  -0.613
O  1.717  -0.722  -1.263
O  0.645  -1.913  0.064
H  2.898  -3.036  -1.769
H  2.214  -3.835  -0.301
H  3.562  -2.602  -0.149

Atom charges from the Löwdin analysis, given in e for atoms 1 to 4: 0.999 -0.006 -0.777 -0.048


Formula: C6H6F3O2P
Source: the OMol25 dataset
Level of theory: ωB97M-V/def2-TZVPD

Output
HOMO energy in Eh: -0.310
SMILES: FC(F)(F)Cp1occcco1
HOMO-LUMO gap in eV: 9.3

Positions of all 18 atoms, in Å:
F  4.088  -0.398  0.890
C  3.083  -0.026  0.121
F  3.101  -1.014  -0.877
F  3.341  1.068  -0.582
C  1.727  -0.189  0.836
P  0.397  0.107  -0.470
O  -0.287  1.253  0.486
C  -1.562  1.574  0.146
C  -2.495  0.831  -0.435
C  -2.518  -0.536  -0.671
C  -1.656  -1.505  -0.339
O  -0.434  -1.260  0.160
H  1.840  0.586  1.695
H  1.538  -1.202  1.182
H  -1.707  2.668  0.334
H  -3.431  1.429  -0.669
H  -3.347  -0.821  -1.246
H  -1.680  -2.564  -0.560

Atom charges from the Löwdin analysis, given in e for atoms 1 to 4: 0.147 -0.688 0.027 0.145


Formula: C5H10N4
Source: the OMol25 dataset
Level of theory: ωB97M-V/def2-TZVPD

Output
HOMO energy in Eh: -0.288
SMILES: C/N=c1/cc[nH]n1NC
HOMO-LUMO gap in eV: 8.6

Positions of all 19 atoms, in Å:
C  -2.351  -0.870  -0.274
N  -1.123  -1.822  0.177
C  -0.014  -1.191  0.027
C  1.247  -1.795  0.216
C  2.318  -0.913  -0.007
N  1.788  0.343  -0.369
N  0.413  0.066  -0.668
N  -0.506  1.108  -0.481
C  -0.198  1.836  0.692
H  -3.385  -1.476  -0.147
H  -2.113  -0.505  -1.319
H  -2.209  0.152  0.478
H  1.207  -2.815  0.602
H  3.340  -1.099  0.408
H  2.378  0.843  -1.220
H  -0.499  1.691  -1.272
H  0.980  1.915  0.715
H  -0.518  3.039  0.735
H  -0.754  1.492  1.705

Atom charges from the Löwdin analysis, given in e for atoms 1 to 4: -0.120 0.042 -0.398 -0.045


Formula: C36H101N7O11
Source: the OMol25 dataset
Level of theory: ωB97M-V/def2-TZVPD

Output
HOMO energy in Eh: -0.337
SMILES: COC[C@H](C)N.COC[C@H](C)N.COC[C@H](C)N.COC[C@H](C)N.COC[C@H](C)N.COC[C@H](C)N.COC[C@H](C)N.CCO.CCO.CCO.CCO
HOMO-LUMO gap in eV: 9.6

Positions of all 155 atoms, in Å:
C  -13.750  -8.326  -20.953
O  -12.797  -7.226  -20.899
C  -12.965  -6.453  -19.687
C  -11.927  -5.328  -19.778
C  -10.595  -5.975  -20.283
N  -11.848  -4.788  -18.387
H  -13.571  -8.714  -21.988
H  -14.743  -7.950  -20.665
H  -13.497  -9.098  -20.287
H  -13.956  -6.166  -19.554
H  -12.608  -6.965  -18.780
H  -12.337  -4.532  -20.440
H  -10.309  -6.646  -19.516
H  -9.866  -5.160  -20.210
H  -10.600  -6.473  -21.248
H  -11.466  -5.576  -17.907
H  -11.032  -4.170  -18.466
C  -11.655  -16.642  -20.692
O  -11.235  -15.489  -19.953
C  -10.307  -15.888  -19.020
C  -9.743  -14.622  -18.323
C  -8.820  -13.870  -19.266
N  -9.028  -14.819  -17.015
H  -12.354  -16.318  -21.504
H  -12.222  -17.374  -20.096
H  -10.765  -17.173  -21.128
H  -10.827  -16.579  -18.308
H  -9.493  -16.543  -19.411
H  -10.665  -14.005  -18.117
H  -7.860  -14.384  -19.280
H  -8.638  -12.856  -18.933
H  -9.232  -13.900  -20.272
H  -8.276  -15.524  -17.115
H  -9.724  -15.305  -16.417
C  -15.915  -11.382  -22.859
O  -15.277  -12.592  -23.126
C  -14.168  -12.830  -22.298
C  -13.363  -14.075  -22.718
C  -12.712  -13.903  -24.100
N  -14.272  -15.250  -22.672
H  -15.951  -10.809  -23.784
H  -15.353  -10.807  -22.106
H  -16.933  -11.572  -22.478
H  -13.572  -11.942  -22.234
H  -14.607  -13.074  -21.336
H  -12.562  -14.133  -21.963
H  -12.191  -14.872  -24.353
H  -11.901  -13.206  -24.093
H  -13.427  -13.611  -24.841
H  -14.664  -15.465  -21.756
H  -15.049  -15.047  -23.252
C  -8.652  -10.534  -14.047
O  -9.698  -10.769  -13.136
C  -9.644  -11.891  -12.223
C  -10.924  -11.816  -11.337
C  -12.125  -11.767  -12.233
N  -10.874  -10.567  -10.509
H  -8.942  -9.599  -14.612
H  -8.608  -11.336  -14.759
H  -7.678  -10.480  -13.581
H  -9.566  -12.882  -12.745
H  -8.727  -11.835  -11.583
H  -11.036  -12.653  -10.715
H  -12.251  -12.672  -12.858
H  -12.023  -10.917  -12.919
H  -12.974  -11.566  -11.527
H  -9.967  -10.443  -10.124
H  -11.080  -9.804  -11.126
C  -6.954  -7.403  -22.718
O  -6.608  -8.529  -21.989
C  -7.290  -8.631  -20.743
C  -6.779  -9.885  -20.068
C  -7.228  -11.087  -20.879
N  -7.276  -9.963  -18.719
H  -6.316  -7.458  -23.628
H  -6.707  -6.500  -22.199
H  -8.067  -7.374  -23.003
H  -7.184  -7.694  -20.256
H  -8.387  -8.770  -20.785
H  -5.642  -9.963  -20.134
H  -7.043  -11.920  -20.242
H  -6.783  -11.306  -21.803
H  -8.319  -11.217  -20.943
H  -7.005  -9.229  -18.080
H  -6.939  -10.802  -18.296
C  -18.428  -8.671  -17.501
O  -17.505  -9.474  -16.788
C  -16.374  -9.859  -17.551
C  -15.610  -11.019  -16.986
C  -14.835  -10.694  -15.706
N  -14.581  -11.293  -18.036
H  -18.884  -9.238  -18.311
H  -17.929  -7.821  -17.992
H  -19.088  -8.198  -16.790
H  -16.733  -10.154  -18.560
H  -15.658  -9.029  -17.743
H  -16.294  -11.876  -16.822
H  -14.343  -11.656  -15.452
H  -15.550  -10.552  -14.908
H  -14.110  -9.917  -15.682
H  -13.947  -11.999  -17.706
H  -15.047  -11.785  -18.839
C  -11.452  -12.478  -15.580
O  -11.674  -12.178  -16.948
C  -10.963  -11.015  -17.278
C  -11.495  -10.412  -18.584
C  -11.605  -11.364  -19.774
N  -10.658  -9.210  -18.917
H  -10.402  -12.779  -15.503
H  -12.079  -13.356  -15.360
H  -11.671  -11.598  -14.955
H  -10.909  -10.220  -16.510
H  -9.919  -11.305  -17.456
H  -12.549  -9.965  -18.367
H  -11.892  -10.753  -20.664
H  -12.362  -12.154  -19.589
H  -10.678  -11.886  -20.003
H  -10.950  -8.780  -19.784
H  -9.681  -9.517  -19.052
C  -5.414  -13.922  -17.052
C  -6.228  -13.283  -15.900
O  -7.292  -12.522  -16.414
H  -5.949  -14.788  -17.550
H  -4.517  -14.362  -16.611
H  -5.186  -13.167  -17.804
H  -5.629  -12.588  -15.285
H  -6.652  -13.984  -15.235
H  -7.957  -13.142  -16.769
C  -15.549  -14.754  -14.051
C  -14.307  -15.194  -13.389
O  -14.516  -15.927  -12.200
H  -16.175  -15.605  -14.434
H  -15.191  -14.145  -14.871
H  -16.233  -14.141  -13.451
H  -13.706  -14.314  -13.216
H  -13.779  -15.921  -13.998
H  -15.154  -15.420  -11.631
C  -14.435  -15.568  -18.958
C  -14.381  -15.156  -17.520
O  -13.577  -16.054  -16.693
H  -14.877  -16.560  -19.045
H  -13.427  -15.564  -19.332
H  -15.003  -14.913  -19.633
H  -15.489  -15.114  -17.226
H  -14.020  -14.143  -17.379
H  -14.235  -16.611  -16.273
C  -8.335  -6.494  -17.276
C  -9.399  -7.030  -16.322
O  -10.607  -7.089  -16.966
H  -7.378  -6.354  -16.769
H  -8.670  -5.532  -17.682
H  -8.262  -7.112  -18.235
H  -9.541  -6.443  -15.419
H  -9.049  -8.013  -15.988
H  -10.715  -7.934  -17.453

Atom charges from the Löwdin analysis, given in e for atoms 1 to 4: -0.078 -0.220 -0.191 -0.390


Formula: C19H32N4O4S
Source: the OMol25 dataset
Level of theory: ωB97M-V/def2-TZVPD

Output
HOMO energy in Eh: -0.335
SMILES: CC[C@H](C)[C@H](NC(C)=O)C(=O)NC.N[C@H]1CCN(S(=O)(=O)c2ccccc2)C1
HOMO-LUMO gap in eV: 9.7

Positions of all 60 atoms, in Å:
C  -1.001  -1.468  0.174
C  -2.421  -0.897  0.200
C  -2.529  0.554  -0.330
C  -1.693  1.511  0.543
C  -4.002  1.038  -0.376
N  -4.877  0.065  -1.051
C  -6.189  -0.021  -0.837
C  -6.949  -1.037  -1.656
O  -6.780  0.682  -0.025
C  -4.167  2.418  -1.039
O  -3.364  2.822  -1.879
N  -5.252  3.120  -0.694
C  -5.581  4.450  -1.203
H  -0.404  -1.008  0.960
H  -0.542  -1.291  -0.799
H  -1.041  -2.541  0.362
H  -3.028  -1.557  -0.418
H  -2.803  -0.943  1.221
H  -2.129  0.570  -1.345
H  -0.638  1.246  0.488
H  -2.019  1.460  1.582
H  -1.782  2.538  0.189
H  -4.339  1.135  0.657
H  -4.466  -0.534  -1.749
H  -6.815  -0.816  -2.713
H  -8.006  -0.973  -1.400
H  -6.577  -2.035  -1.433
H  -5.918  2.658  -0.084
H  -4.687  5.077  -1.202
H  -5.951  4.373  -2.227
H  -6.344  4.911  -0.575
N  3.237  -4.231  -1.441
C  2.980  -3.621  -0.127
C  4.193  -3.779  0.786
C  4.076  -2.629  1.776
N  3.510  -1.576  0.944
S  3.077  -0.056  1.660
O  3.079  -0.196  3.124
O  1.794  0.392  1.103
C  4.417  1.043  1.108
C  5.537  1.263  1.922
C  6.551  2.130  1.501
C  6.452  2.783  0.268
C  5.334  2.568  -0.545
C  4.319  1.701  -0.127
C  2.735  -2.105  -0.182
H  3.387  -5.236  -1.355
H  4.034  -3.786  -1.898
H  2.109  -4.094  0.341
H  4.201  -4.749  1.291
H  5.118  -3.674  0.211
H  3.392  -2.890  2.592
H  5.046  -2.349  2.201
H  5.615  0.768  2.888
H  7.414  2.302  2.137
H  7.238  3.459  -0.056
H  5.248  3.081  -1.498
H  3.446  1.548  -0.759
H  1.667  -1.900  -0.081
H  3.084  -1.674  -1.125

Atom charges from the Löwdin analysis, given in e for atoms 1 to 4: -0.112 -0.223 -0.317 -0.038


ΔE to the lowest compared entry with this formula, charge and spin in eV, matching the order above: 1.029, 1.059, 0.000, 6.202, 1.989, 0.000